Entry 1:
Below is 4 unconnected molecules or ions with the total composition C36H32IN3O10 in a non-equilibrium geometry, with properties calculated with ωB97M-V/def2-TZVPD.

ΔE to the lowest compared entry with this formula, charge and spin (eV): 0.0000
HOMO energy (Eh): -0.3185
F_max (hartree/bohr): 0.0267
SMILES string: [H]/N=C\Cc1c(I)c(CNC)c2c(c1CC#C)C(=O)N(OC[C@@H](C)O)C2=O.O=C1C=CC(=O)C=C1.O=C1C=CC(=O)C=C1.O=C1C=CC(=O)C=C1

```
! wB97M-V def2-TZVPD RIJCOSX def2/J DEFGRID3
* xyz 0 1
H 1.43 -2.09 -3.13
N 2.37 -2.39 -3.41
C 3.24 -1.58 -2.96
C 2.94 -0.35 -2.14
C 1.89 -0.59 -1.07
C 2.29 -1.22 0.11
I 4.27 -1.85 0.39
C 1.39 -1.47 1.15
C 1.80 -2.10 2.46
N 2.55 -1.10 3.21
C 3.52 -1.65 4.13
C 0.09 -1.07 0.93
C -0.33 -0.43 -0.22
C 0.56 -0.17 -1.25
C 0.13 0.53 -2.53
C -0.66 1.73 -2.31
C -1.29 2.69 -1.99
C -1.79 -0.15 -0.08
O -2.65 0.07 -0.87
N -2.00 -0.22 1.33
O -3.32 -0.41 1.73
C -3.83 0.81 2.27
C -3.36 1.12 3.69
C -3.22 -0.13 4.56
O -2.08 1.77 3.67
C -1.12 -1.21 1.82
O -1.33 -2.03 2.67
H 4.27 -1.80 -3.19
H 2.66 0.47 -2.79
H 3.85 -0.03 -1.64
H 2.38 -3.00 2.29
H 0.90 -2.40 3.00
H 1.92 -0.46 3.68
H 4.07 -0.82 4.57
H 4.25 -2.25 3.60
H 3.09 -2.23 4.95
H 0.99 0.84 -3.11
H -0.41 -0.18 -3.15
H -1.98 3.44 -1.71
H -3.51 1.64 1.63
H -4.91 0.73 2.24
H -4.07 1.78 4.18
H -3.67 -1.00 4.11
H -2.16 -0.35 4.62
H -3.57 0.03 5.57
H -2.23 2.72 3.57
O 2.67 1.58 4.28
C 2.43 2.65 3.77
C 2.41 2.80 2.29
C 2.15 3.98 1.72
C 1.87 5.18 2.54
O 1.63 6.25 2.03
C 1.89 5.03 4.02
C 2.15 3.86 4.59
H 2.62 1.91 1.72
H 2.13 4.11 0.65
H 1.68 5.92 4.60
H 2.16 3.72 5.66
O 5.54 0.69 -8.70
C 4.72 0.88 -7.83
C 4.70 2.16 -7.06
C 3.80 2.37 -6.11
C 2.78 1.35 -5.77
O 1.96 1.55 -4.89
C 2.80 0.08 -6.53
C 3.70 -0.14 -7.49
H 5.45 2.89 -7.33
H 3.77 3.29 -5.53
H 2.05 -0.65 -6.27
H 3.73 -1.06 -8.06
O -4.27 -4.02 -1.87
C -5.15 -3.86 -1.05
C -5.27 -2.59 -0.29
C -6.23 -2.42 0.61
C -7.22 -3.48 0.90
O -8.09 -3.32 1.73
C -7.10 -4.75 0.14
C -6.14 -4.93 -0.76
H -4.54 -1.82 -0.52
H -6.33 -1.50 1.18
H -7.83 -5.52 0.37
H -6.03 -5.85 -1.32
*
```


Entry 2:
Below is a molecular structure, C36H32LuN6O9S3 in a non-equilibrium geometry, with properties calculated with ωB97M-V/def2-TZVPD.

ΔE to the lowest compared entry with this formula, charge and spin (eV): 1.3385
HOMO energy (Eh): -0.1845
F_max (hartree/bohr): 0.0204

```
! wB97M-V def2-TZVPD RIJCOSX def2/J DEFGRID3
* xyz -1 1
Lu 0.47 -0.17 -0.31
C -3.17 1.18 -0.84
C -2.37 1.10 0.42
N -1.23 1.73 0.51
N -0.82 1.96 1.81
C 0.37 1.82 2.25
S 1.81 1.22 1.51
S 0.54 2.31 3.97
C -0.91 1.47 4.73
C -1.88 2.45 5.31
C -1.81 2.81 6.65
C -2.70 3.72 7.20
C -3.69 4.29 6.40
C -3.76 3.94 5.05
C -2.86 3.04 4.51
C -2.87 0.24 1.49
C -4.19 0.25 1.94
C -4.62 -0.64 2.90
C -3.72 -1.59 3.39
C -2.42 -1.64 2.95
C -1.93 -0.71 1.99
O -0.70 -0.73 1.60
H -3.00 2.11 -1.39
H -4.23 1.12 -0.59
H -2.94 0.32 -1.49
H -0.52 0.80 5.49
H -1.37 0.90 3.92
H -1.04 2.37 7.27
H -2.64 3.98 8.25
H -4.39 4.99 6.82
H -4.52 4.39 4.43
H -2.90 2.77 3.46
H -4.87 1.01 1.56
H -5.64 -0.61 3.26
H -4.06 -2.32 4.12
H -1.72 -2.38 3.32
O -0.57 1.19 -2.04
C -0.74 1.53 -3.42
C -0.73 3.05 -3.62
C 0.37 3.73 -2.78
C 1.69 3.00 -2.77
C 2.52 3.00 -3.89
C 3.75 2.38 -3.81
C 4.13 1.82 -2.61
C 3.23 1.85 -1.55
N 2.02 2.38 -1.64
H -0.95 1.90 -1.51
H -1.67 1.09 -3.79
H 0.08 1.09 -3.97
H -1.70 3.47 -3.36
H -0.56 3.24 -4.68
H 0.04 3.82 -1.74
H 0.53 4.74 -3.16
H 2.20 3.48 -4.81
H 4.40 2.33 -4.68
H 5.10 1.35 -2.48
H 3.50 1.43 -0.59
O -0.15 -6.17 -0.73
C 0.77 -5.96 0.18
O 1.38 -6.87 0.71
C 1.06 -4.55 0.54
C 1.98 -4.17 1.50
N 1.97 -2.83 1.53
N 1.11 -2.32 0.68
C 0.53 -3.33 0.06
C -0.56 -3.01 -0.94
O -1.11 -3.96 -1.51
O -0.82 -1.78 -1.09
H -0.55 -5.30 -1.07
H 2.62 -4.78 2.11
H 2.52 -2.20 2.09
O 3.01 -1.19 -0.60
C 2.61 -1.39 -1.75
N 1.58 -0.73 -2.28
S 1.34 -1.15 -3.85
O 1.81 -0.10 -4.73
O 0.01 -1.63 -4.09
C 2.56 -2.44 -3.88
C 2.93 -3.31 -4.88
C 3.99 -4.17 -4.63
C 4.65 -4.15 -3.40
C 4.27 -3.26 -2.40
C 3.21 -2.40 -2.66
H 2.41 -3.32 -5.83
H 4.31 -4.87 -5.39
H 5.47 -4.83 -3.22
H 4.77 -3.23 -1.44
*
```


Entry 3:
Below is a molecular structure, C36H32N10O5PdSSe, with properties calculated with ωB97M-V/def2-TZVPD.

ΔE to the lowest compared entry with this formula, charge and spin (eV): 0.0320
HOMO energy (spin up / spin down) (Eh): -0.4810 / -0.4802
F_max (hartree/bohr): 0.0139
Expectation value of S²: 6.079

```
! wB97M-V def2-TZVPD RIJCOSX def2/J DEFGRID3
* xyz 2 5
Pd 0.40 0.17 -0.03
O 0.09 -3.57 3.15
C -0.50 -2.89 4.14
C -0.35 -3.36 5.44
C -0.95 -2.69 6.48
C -1.71 -1.54 6.27
C -1.86 -1.06 5.00
C -1.26 -1.71 3.91
C -1.35 -1.20 2.56
O -0.92 -1.75 1.55
N -1.98 0.09 2.45
N -1.55 0.70 1.40
C -2.09 1.88 1.16
C -1.56 2.65 0.06
C -2.09 3.89 -0.27
C -1.56 4.59 -1.35
C -0.52 4.02 -2.06
C -0.04 2.77 -1.67
N -0.54 2.11 -0.63
H -0.17 -3.14 2.30
H 0.23 -4.26 5.60
H -0.83 -3.08 7.49
H -2.18 -1.04 7.11
H -2.45 -0.17 4.81
H -2.90 2.26 1.78
H -2.91 4.30 0.31
H -1.95 5.56 -1.62
H -0.07 4.52 -2.91
H 0.77 2.28 -2.20
C 3.73 2.85 -3.16
C 4.53 1.85 -2.34
C 4.04 0.40 -2.47
C 4.90 -0.52 -1.57
C 4.58 -2.00 -1.65
C 4.22 -0.06 -3.90
O 5.25 0.09 -4.51
N 3.15 -0.74 -4.46
C 1.94 -0.98 -3.84
O 1.11 -1.70 -4.38
N 1.69 -0.43 -2.64
C 2.60 0.26 -2.01
O 2.31 0.74 -0.88
H 4.17 3.84 -3.10
H 2.70 2.92 -2.80
H 3.71 2.57 -4.22
H 4.50 2.12 -1.28
H 5.58 1.86 -2.65
H 4.78 -0.16 -0.54
H 5.94 -0.35 -1.85
H 3.53 -2.20 -1.39
H 5.21 -2.57 -0.97
H 4.76 -2.39 -2.66
H 3.29 -1.11 -5.39
Se 3.21 -2.82 1.63
N 3.87 -1.90 2.98
C 3.25 -0.74 3.00
C 3.48 0.33 3.92
C 2.75 1.46 3.75
C 1.79 1.56 2.69
N 1.54 0.60 1.84
C 2.27 -0.55 1.98
N 2.08 -1.54 1.13
H 4.21 0.23 4.70
H 2.87 2.31 4.41
H 1.23 2.48 2.57
S -1.87 -3.21 -5.34
C -1.36 -2.44 -3.86
C -0.61 -3.04 -2.84
C -0.32 -2.27 -1.72
N -0.71 -0.99 -1.58
C -1.47 -0.46 -2.53
C -1.84 -1.14 -3.68
C -0.71 -4.33 -5.94
C -1.25 -5.36 -6.72
C -0.38 -6.28 -7.28
N 0.94 -6.20 -7.14
C 1.45 -5.20 -6.43
C 0.69 -4.23 -5.81
H -0.28 -4.06 -2.90
H 0.28 -2.68 -0.91
H -1.78 0.57 -2.38
H -2.44 -0.65 -4.43
H -2.32 -5.45 -6.87
H -0.75 -7.11 -7.87
H 2.53 -5.16 -6.37
H 1.15 -3.38 -5.32
*
```


Entry 4:
Below is a molecular structure, C36H33BrCaN7OS, with properties calculated with ωB97M-V/def2-TZVPD.

ΔE to the lowest compared entry with this formula, charge and spin (eV): 0.4513
HOMO energy (spin up / spin down) (Eh): -0.1873 / -0.2627
F_max (hartree/bohr): 0.0080
Expectation value of S²: 0.772

```
! wB97M-V def2-TZVPD RIJCOSX def2/J DEFGRID3
* xyz 0 2
Ca 0.20 0.47 0.60
C -2.32 -2.12 1.11
C -2.00 -1.88 2.57
C -1.94 -0.43 2.97
C -1.74 -0.07 4.29
C -1.76 1.27 4.63
C -2.02 2.21 3.65
C -2.19 1.76 2.35
N -2.14 0.48 2.00
N -1.16 -2.00 0.20
C -0.27 -3.17 0.37
C 1.15 -2.88 0.79
C 1.93 -3.92 1.30
C 3.24 -3.66 1.68
C 3.74 -2.37 1.52
C 2.90 -1.41 1.00
N 1.63 -1.65 0.66
C -1.71 -1.92 -1.17
C -0.70 -2.02 -2.27
C -0.99 -2.74 -3.43
C -0.04 -2.77 -4.45
C 1.16 -2.11 -4.26
C 1.36 -1.43 -3.06
N 0.45 -1.39 -2.09
H -3.06 -1.40 0.79
H -2.76 -3.12 0.99
H -1.08 -2.39 2.87
H -2.79 -2.35 3.17
H -1.54 -0.83 5.04
H -1.59 1.58 5.66
H -2.05 3.27 3.86
H -2.35 2.47 1.54
H -0.23 -3.74 -0.56
H -0.70 -3.85 1.11
H 1.50 -4.91 1.40
H 3.85 -4.45 2.10
H 4.75 -2.11 1.82
H 3.24 -0.39 0.87
H -2.21 -0.94 -1.24
H -2.48 -2.69 -1.31
H -1.93 -3.25 -3.53
H -0.24 -3.31 -5.36
H 1.93 -2.11 -5.02
H 2.28 -0.89 -2.86
O -0.76 1.17 -1.26
N -0.23 1.83 -2.27
C -1.11 2.30 -3.19
C -0.69 3.01 -4.28
C 0.68 3.24 -4.43
C 1.55 2.75 -3.49
C 1.12 2.03 -2.36
S 2.22 1.44 -1.19
H -2.13 2.06 -2.95
H -1.42 3.37 -4.99
H 1.06 3.79 -5.28
H 2.61 2.92 -3.58
Br 2.54 -2.71 7.58
C 2.17 -1.56 6.12
C 2.40 -0.20 6.22
C 2.13 0.64 5.16
C 1.62 0.14 3.94
C 1.38 -1.24 3.88
C 1.64 -2.09 4.94
N 1.30 0.91 2.84
C 1.83 2.15 2.80
C 1.36 3.17 1.94
C 1.97 4.45 1.95
C 1.49 5.44 1.14
C 0.39 5.17 0.30
C -0.13 3.89 0.33
N 0.32 2.91 1.11
H 2.79 0.21 7.14
H 2.29 1.70 5.29
H 0.97 -1.66 2.98
H 1.45 -3.15 4.85
H 2.65 2.43 3.45
H 2.82 4.63 2.60
H 1.95 6.42 1.14
H -0.03 5.91 -0.36
H -0.96 3.62 -0.32
*
```


Entry 5:
Below is a molecular structure, C36H33F4LaN7O7S3Si, with properties calculated with ωB97M-V/def2-TZVPD.

ΔE to the lowest compared entry with this formula, charge and spin (eV): 0.4106
HOMO energy (Eh): -0.1827
F_max (hartree/bohr): 0.0186

```
! wB97M-V def2-TZVPD RIJCOSX def2/J DEFGRID3
* xyz -1 1
La -0.72 0.47 0.25
O 1.00 -1.56 6.38
C 0.58 -1.12 5.16
C 0.35 0.22 4.90
C -0.09 0.56 3.63
N -0.25 -0.35 2.68
C -0.07 -1.64 2.94
C 0.34 -2.08 4.18
C -0.51 -2.58 1.83
O -0.40 -3.79 2.00
O -1.02 -1.97 0.83
C -0.51 1.98 3.25
O -0.14 2.89 3.97
O -1.23 2.01 2.20
H 1.13 -0.79 6.95
H 0.48 1.00 5.64
H 0.46 -3.14 4.37
C -2.64 1.70 -4.26
Si -1.85 2.43 -2.73
C -0.02 2.26 -3.03
C -2.24 4.27 -2.65
N -2.33 1.62 -1.27
C -3.65 1.51 -0.95
C -4.73 2.13 -1.64
C -6.06 1.94 -1.32
C -6.44 1.13 -0.26
C -5.43 0.53 0.48
C -4.12 0.73 0.13
F -3.18 0.11 0.93
H -2.21 2.18 -5.14
H -3.72 1.82 -4.31
H -2.44 0.63 -4.31
H 0.18 2.87 -3.92
H 0.28 1.24 -3.25
H 0.61 2.64 -2.23
H -1.36 4.86 -2.89
H -2.56 4.54 -1.64
H -3.03 4.55 -3.34
H -4.49 2.79 -2.47
H -6.81 2.45 -1.90
H -7.48 0.99 0.00
H -5.64 -0.08 1.35
O 2.64 -1.15 -2.69
C 3.69 -0.43 -2.26
C 4.93 -0.75 -2.81
C 6.07 -0.06 -2.45
C 5.98 0.98 -1.52
C 4.75 1.30 -0.98
C 3.59 0.61 -1.33
C 2.28 1.00 -0.74
O 1.25 0.27 -1.06
N 2.25 2.07 -0.01
N 0.94 2.47 0.35
C 0.95 3.66 0.80
S -0.53 4.58 1.07
C 0.31 6.18 1.03
C 1.62 5.98 1.76
S 2.45 4.57 1.01
H 1.85 -0.80 -2.21
H 4.97 -1.56 -3.53
H 7.02 -0.32 -2.89
H 6.87 1.53 -1.23
H 4.66 2.10 -0.26
H -0.34 6.90 1.52
H 0.49 6.49 0.00
H 1.43 5.76 2.82
H 2.28 6.85 1.68
F 4.58 -6.41 -0.01
C 3.42 -6.22 0.64
F 2.52 -7.07 0.10
F 3.62 -6.62 1.91
C 2.96 -4.79 0.57
C 2.02 -4.39 -0.36
C 1.65 -3.06 -0.38
N 2.14 -2.15 0.45
C 3.06 -2.54 1.33
C 3.50 -3.85 1.44
H 1.56 -5.09 -1.05
H 0.89 -2.72 -1.08
H 3.45 -1.78 2.00
H 4.24 -4.12 2.18
S -1.72 -1.47 -2.40
C -2.21 -2.77 -1.45
N -3.31 -2.59 -0.65
C -3.65 -3.42 0.35
C -2.95 -4.57 0.50
C -1.92 -4.80 -0.44
N -1.58 -3.98 -1.40
H -3.76 -1.69 -0.74
H -4.47 -3.11 0.97
H -3.14 -5.26 1.31
H -1.36 -5.73 -0.40
*
```